(1)
Formula: C25H38N4O4S
Source: the Open Molecules 2025 dataset
Level of theory: ωB97M-V/def2-TZVPD

XYZ file:
```
72
Properties=species:S:1:pos:R:3:mulliken_charge:R:1
C -1.206 -0.378 1.049 -1.628
C -1.900 0.201 -0.179 0.492
C -2.661 -0.875 -0.949 -0.612
C -3.380 -0.304 -2.173 -1.263
N -2.452 0.188 -3.174 1.192
C -2.916 1.373 -3.876 -1.686
C -2.464 2.643 -3.155 0.480
C -2.966 3.905 -3.851 -0.520
C -2.468 5.165 -3.156 -1.303
C -1.922 -0.842 -4.042 -1.138
C -0.487 -0.508 -4.473 -1.098
N 0.385 -0.435 -3.331 -0.052
C 0.881 0.721 -2.871 0.138
O 0.798 1.793 -3.452 -0.806
C 1.594 0.618 -1.555 -0.599
C 2.136 1.773 -1.085 -0.038
N 2.778 1.909 0.090 0.181
C 3.320 3.195 0.466 -1.208
C 2.896 0.822 0.925 0.344
C 3.520 0.922 2.180 -0.843
C 3.599 -0.175 3.006 -1.223
C 3.077 -1.395 2.596 -0.255
S 3.098 -2.765 3.745 1.292
O 3.045 -3.997 3.009 -0.690
O 4.168 -2.571 4.681 -0.772
N 1.652 -2.439 4.532 0.093
C 1.610 -2.719 5.960 -0.709
C 0.752 -3.975 6.085 -0.618
C -0.311 -3.726 5.017 -0.647
C 0.475 -3.028 3.898 -0.384
C 2.480 -1.522 1.369 -0.160
C 2.373 -0.420 0.516 0.419
C 1.690 -0.598 -0.777 1.543
O 1.244 -1.694 -1.114 -0.875
H -0.625 0.385 1.564 0.387
H -0.536 -1.184 0.760 0.217
H -1.940 -0.779 1.745 0.531
H -2.595 0.984 0.134 0.376
H -1.167 0.654 -0.848 -0.303
H -1.958 -1.650 -1.256 0.150
H -3.404 -1.338 -0.294 0.521
H -4.000 0.533 -1.845 0.509
H -4.054 -1.071 -2.593 0.268
H -2.492 1.380 -4.882 0.425
H -4.013 1.371 -3.985 0.395
H -1.374 2.648 -3.128 -0.094
H -2.827 2.624 -2.125 0.178
H -2.620 3.905 -4.887 0.340
H -4.059 3.904 -3.867 0.337
H -2.830 6.056 -3.664 0.405
H -1.381 5.186 -3.154 0.293
H -2.813 5.194 -2.124 0.319
H -1.901 -1.784 -3.490 0.522
H -2.541 -0.993 -4.944 0.335
H -0.125 -1.277 -5.163 0.420
H -0.448 0.466 -4.965 0.467
H 0.463 -1.247 -2.724 0.334
H 2.041 2.657 -1.702 0.426
H 3.135 3.907 -0.334 0.315
H 4.397 3.125 0.628 0.380
H 2.845 3.563 1.377 0.379
H 3.935 1.858 2.512 0.467
H 4.069 -0.119 3.974 0.534
H 1.135 -1.870 6.465 0.353
H 2.628 -2.833 6.327 0.374
H 1.347 -4.853 5.830 0.279
H 0.334 -4.101 7.082 0.396
H -0.784 -4.641 4.668 0.340
H -1.080 -3.059 5.407 0.312
H -0.105 -2.243 3.407 0.007
H 0.811 -3.745 3.145 0.422
H 2.091 -2.473 1.041 0.639
```

## Properties
max |F|: 1.1 eV/Å
LUMO energy: -0.1 eV
E_HOMO: -8.15 eV
orbital gap: 8.0596 eV
SMILES: CCCCN(CCCC)CCNC(=O)c1cn(C)c2ccc(S(=O)(=O)N3CCCC3)cc2c1=O
calculated total energy: -51528.4424 eV
charge: 0
ΔE to the lowest compared entry with this formula, charge and spin: 4.22 kcal/mol



(2)
Formula: C25H38N6O2RuSSi
Source: the Open Molecules 2025 dataset
Level of theory: ωB97M-V/def2-TZVPD

XYZ file:
```
74
Properties=species:S:1:pos:R:3:mulliken_charge:R:1
Ru -0.053 -0.110 -0.274 0.606
N 1.676 0.355 0.664 -0.608
C 2.630 0.912 1.029 0.321
N 3.681 1.512 1.458 0.109
C 4.684 2.042 0.481 -0.587
C 5.802 2.716 1.254 -0.826
C 5.288 3.815 2.186 -0.582
C 4.048 3.374 2.995 -0.479
C 3.820 1.877 2.893 -0.773
H 4.176 2.749 -0.178 0.395
H 5.053 1.207 -0.112 0.427
H 6.506 3.127 0.531 0.397
H 6.355 1.959 1.815 0.321
H 5.043 4.703 1.602 0.317
H 6.094 4.106 2.859 0.295
H 3.152 3.883 2.633 0.233
H 4.152 3.638 4.047 0.365
H 2.913 1.554 3.401 0.447
H 4.654 1.306 3.301 0.306
O -1.918 -0.092 -1.219 -0.760
C -1.959 0.989 -1.895 0.903
O -1.153 1.915 -1.776 -0.868
C -3.088 1.099 -2.907 -0.114
N -2.829 2.367 -3.689 -0.091
C -2.327 1.944 -5.049 -0.574
C -3.109 0.672 -5.307 -0.698
C -3.092 -0.037 -3.949 -0.445
H -4.035 1.205 -2.380 0.472
H -2.118 2.897 -3.161 0.285
H -3.674 2.928 -3.774 0.408
H -1.260 1.758 -4.936 0.279
H -2.485 2.754 -5.756 0.421
H -2.652 0.078 -6.095 0.378
H -4.128 0.908 -5.618 0.299
H -2.190 -0.637 -3.832 0.109
H -3.946 -0.694 -3.808 0.428
C -1.360 2.451 1.308 -0.837
Si -2.029 0.917 2.130 0.152
C -1.801 1.116 3.960 -1.126
C -3.784 0.553 1.627 -1.124
N -0.952 -0.457 1.567 0.428
C -0.800 -1.589 2.279 0.543
C -1.835 -2.081 3.127 -0.155
C -1.664 -3.242 3.840 -0.836
C -0.458 -3.943 3.762 -0.504
C 0.573 -3.484 2.939 -0.746
C 0.406 -2.341 2.195 -0.344
H -0.507 2.821 1.882 0.251
H -2.137 3.221 1.350 0.386
H -1.057 2.387 0.262 0.256
H -2.299 2.038 4.273 0.409
H -0.741 1.220 4.203 0.296
H -2.209 0.305 4.560 0.369
H -4.328 1.484 1.455 0.438
H -4.324 0.006 2.402 0.419
H -3.818 -0.041 0.712 0.303
H -2.780 -1.557 3.166 0.378
H -2.465 -3.617 4.462 0.455
H -0.324 -4.848 4.339 0.430
H 1.506 -4.029 2.889 0.461
H 1.207 -1.976 1.565 0.469
C 0.778 -5.091 -4.127 -1.205
C 0.487 -4.128 -3.025 0.884
C -0.212 -4.512 -1.877 -1.058
C -0.455 -3.553 -0.920 -0.111
N -0.016 -2.301 -1.079 0.133
C 0.643 -2.024 -2.212 0.452
S 1.166 -0.344 -2.248 -0.333
N 0.907 -2.867 -3.189 -0.592
H 0.733 -6.121 -3.780 0.372
H 1.755 -4.884 -4.557 0.368
H 0.037 -4.966 -4.920 0.276
H -0.552 -5.529 -1.744 0.385
H -1.001 -3.772 -0.011 0.542
```

## Properties
max |F|: 0.6 eV/Å
LUMO energy (spin up / spin down): -4.9 / -7.2 eV
E_HOMO (spin up / spin down): -13.46 / -13.61 eV
2S+1: 5
orbital gap (spin up / spin down): 8.5831 / 6.4156 eV
calculated total energy: -60860.2634 eV
charge: +2
ΔE to the lowest compared entry with this formula, charge and spin: 0.00 kcal/mol



(3)
Formula: C25H39AsN2O3P2S3ScSe2
Source: the Open Molecules 2025 dataset
Level of theory: ωB97M-V/def2-TZVPD

XYZ file:
```
78
Properties=species:S:1:pos:R:3:mulliken_charge:R:1
Sc 0.438 0.759 0.416 0.150
Se -1.920 -0.216 -0.387 -0.007
P -1.593 1.061 -2.124 0.769
Se 0.126 2.341 -1.745 -0.509
C -3.068 2.015 -2.524 0.197
C -4.306 1.377 -2.447 0.263
C -5.452 2.060 -2.815 -0.540
C -5.366 3.377 -3.253 -0.554
C -4.136 4.011 -3.323 -0.650
C -2.981 3.331 -2.959 -0.560
C -1.267 0.017 -3.567 0.996
C -1.997 0.149 -4.742 -0.413
C -1.699 -0.658 -5.834 -0.794
C -0.669 -1.582 -5.756 -0.441
C 0.069 -1.706 -4.584 -0.812
C -0.229 -0.913 -3.491 -0.311
H -4.368 0.352 -2.097 0.006
H -6.415 1.570 -2.756 0.428
H -6.265 3.910 -3.535 0.396
H -4.071 5.037 -3.659 0.413
H -2.019 3.824 -3.008 0.326
H -2.797 0.874 -4.813 0.352
H -2.269 -0.554 -6.748 0.439
H -0.435 -2.203 -6.611 0.407
H 0.879 -2.422 -4.525 0.455
H 0.343 -1.013 -2.575 0.241
C -1.766 -3.785 -2.149 -0.561
N -3.014 -3.197 -1.716 0.371
C -3.970 -2.615 -2.532 -0.076
C -4.968 -2.186 -1.736 -0.743
N -4.604 -2.509 -0.443 0.150
C -3.398 -3.131 -0.414 -0.531
S -2.560 -3.665 0.933 -0.309
H -1.610 -3.541 -3.197 0.284
H -1.786 -4.866 -2.014 0.351
H -0.953 -3.368 -1.554 -0.043
H -3.852 -2.566 -3.600 0.475
H -5.898 -1.704 -1.975 0.483
H -5.125 -2.332 0.398 0.218
C 2.219 4.504 2.956 -1.085
As 2.379 2.625 2.670 0.688
C 4.098 2.201 1.961 -0.646
C 2.085 1.673 4.296 -0.692
O 1.200 2.199 1.541 -0.254
H 2.359 5.012 2.004 0.354
H 2.968 4.838 3.673 0.402
H 1.221 4.710 3.337 0.360
H 4.260 2.776 1.051 0.361
H 4.106 1.136 1.733 -0.064
H 4.866 2.440 2.695 0.415
H 2.759 2.042 5.067 0.415
H 2.258 0.616 4.105 0.014
H 1.051 1.825 4.598 0.335
C 4.496 -3.063 3.540 -1.351
C 4.590 -1.822 2.682 0.567
C 5.231 -2.061 1.332 -1.270
O 3.257 -1.202 2.569 -0.523
P 2.090 -1.567 1.566 1.079
S 0.368 -0.971 2.356 -0.458
S 2.390 -0.671 -0.229 -0.482
O 2.191 -3.132 1.433 0.159
C 1.137 -3.914 0.747 1.155
C 1.724 -4.439 -0.543 -1.462
C 0.709 -4.990 1.711 -1.719
H 5.502 -3.416 3.769 0.485
H 3.958 -3.855 3.022 0.185
H 3.986 -2.845 4.478 0.342
H 5.149 -1.051 3.216 0.403
H 4.698 -2.828 0.770 0.250
H 6.252 -2.408 1.491 0.482
H 5.269 -1.150 0.735 0.291
H 0.294 -3.246 0.558 -0.295
H 2.574 -5.092 -0.341 0.373
H 2.050 -3.623 -1.190 0.312
H 0.967 -5.022 -1.070 0.421
H 1.547 -5.647 1.950 0.363
H -0.090 -5.579 1.261 0.429
H 0.323 -4.550 2.631 0.346
```

## Properties
max |F|: 0.2 eV/Å
LUMO energy: -2.1 eV
E_HOMO: -9.43 eV
orbital gap: 7.3063 eV
calculated total energy: -299000.1533 eV
charge: +1
ΔE to the lowest compared entry with this formula, charge and spin: 19.75 kcal/mol